# C21H43Br10ClGaO4S

C21H43Br10ClGaO4S as an isolated structure (the ωB97M-V functional and the def2-TZVPD basis, the Open Molecules 2025 dataset).

ORCA input file:
```
! wB97M-V def2-TZVPD RIJCOSX def2/J DEFGRID3
* xyz -1 1
C -4.328 -0.603 -0.614
C -4.508 -1.814 -1.658
C -3.311 -1.982 -2.710
Ga -2.691 -0.244 -3.624
Cl -4.257 1.417 -3.375
C -0.948 0.447 -2.780
C -0.299 -0.520 -1.671
C 0.462 0.452 -0.595
C -0.563 0.784 0.594
C -0.786 2.385 0.666
O -1.436 2.827 1.891
C -2.769 3.256 1.673
C -4.015 2.700 2.542
O -3.070 4.132 0.816
S -2.303 -0.518 -5.909
C -2.883 -2.207 -6.470
O -3.066 0.541 -6.704
O -0.820 -0.334 -6.191
H -3.412 0.040 -0.818
H -5.242 0.088 -0.756
H -4.387 -0.950 0.483
H -4.519 -2.783 -1.023
H -5.551 -1.779 -2.151
H -3.659 -2.693 -3.544
H -2.408 -2.467 -2.211
H -0.171 0.543 -3.626
H -1.111 1.479 -2.323
H -1.048 -1.157 -1.095
H 0.541 -1.135 -2.165
H 1.457 0.007 -0.265
H 0.709 1.433 -1.152
H -0.166 0.417 1.608
H -1.577 0.308 0.375
H -1.303 2.704 -0.296
H 0.262 2.853 0.660
H -3.698 1.866 3.281
H -4.400 3.570 3.194
H -4.853 2.360 1.839
H -1.965 -2.881 -6.578
H -3.683 -2.645 -5.777
H -3.287 -2.049 -7.539
Br -2.009 0.995 4.068
C -2.221 -0.434 5.377
C -2.090 -1.788 4.727
Br -3.698 -2.248 3.725
H -3.184 -0.280 5.864
H -1.423 -0.277 6.104
H -1.991 -2.570 5.481
H -1.253 -1.854 4.032
Br 2.942 3.120 0.912
C 2.642 2.828 2.815
C 3.859 2.236 3.478
Br 4.045 0.341 3.060
H 1.754 2.201 2.904
H 2.424 3.816 3.223
H 3.765 2.279 4.564
H 4.790 2.719 3.180
Br 7.194 1.218 0.142
C 7.041 -0.612 0.794
C 7.455 -1.606 -0.262
Br 6.075 -1.811 -1.623
H 6.014 -0.745 1.131
H 7.710 -0.665 1.654
H 7.577 -2.600 0.171
H 8.373 -1.327 -0.780
Br 5.889 2.597 -3.403
C 5.359 4.261 -2.538
C 6.540 5.180 -2.347
Br 7.664 4.589 -0.869
H 4.868 3.991 -1.604
H 4.627 4.711 -3.211
H 6.207 6.181 -2.068
H 7.180 5.248 -3.226
Br -1.054 -5.523 4.067
C -2.673 -5.806 3.016
C -2.345 -6.274 1.620
Br -1.699 -4.806 0.514
H -3.232 -4.871 3.037
H -3.232 -6.571 3.557
H -3.243 -6.637 1.117
H -1.582 -7.052 1.594
*
```

HOMO level ... -5.38 eV
HOMO-LUMO gap ... 6.93 eV

These are the Löwdin partial charges, in e, on atoms 1 to 2: -0.167, -0.325

# C21H43FO9

A 7-piece molecular cluster, C21H43FO9 overall (the ωB97M-V functional and the def2-TZVPD basis, the Open Molecules 2025 dataset).

ORCA input file:
```
! wB97M-V def2-TZVPD RIJCOSX def2/J DEFGRID3
* xyz 1 2
C 1.610 4.594 -15.289
C 2.603 3.751 -14.562
O 2.099 2.433 -14.731
C 0.855 2.418 -15.247
O 0.117 1.433 -15.225
O 0.512 3.689 -15.391
F 2.430 4.191 -13.288
H 1.993 4.761 -16.296
H 1.438 5.560 -14.814
H 3.645 3.873 -14.858
C -3.951 6.542 -10.290
C -2.512 6.310 -10.038
C -2.076 5.222 -11.023
O -2.858 5.495 -12.199
C -4.171 5.966 -11.746
H -4.168 7.606 -10.195
H -4.534 6.032 -9.522
H -2.288 6.046 -9.005
H -2.049 7.276 -10.238
H -2.186 4.203 -10.652
H -1.008 5.407 -11.139
H -4.883 5.147 -11.643
H -4.532 6.877 -12.225
C -1.826 4.448 -19.818
C -1.542 4.585 -18.367
C -2.786 5.238 -17.805
O -3.800 4.850 -18.733
C -3.294 4.826 -20.068
H -1.326 3.532 -20.133
H -1.139 4.993 -20.466
H -0.591 5.031 -18.077
H -1.517 3.646 -17.813
H -2.605 6.300 -17.636
H -3.067 4.857 -16.823
H -3.407 5.795 -20.556
H -3.695 4.000 -20.654
C -1.071 7.288 -15.663
C 0.070 7.779 -14.759
C -0.538 9.128 -14.155
O -1.935 8.870 -14.201
C -2.356 7.991 -15.262
H -1.133 6.200 -15.646
H -0.823 7.643 -16.664
H 0.982 8.045 -15.292
H 0.340 7.164 -13.900
H -0.431 9.958 -14.853
H -0.193 9.544 -13.208
H -2.845 8.643 -15.986
H -2.992 7.171 -14.928
C -1.777 0.177 -18.497
C -2.374 0.529 -19.819
C -1.213 0.353 -20.685
O -0.032 0.803 -20.037
C -0.262 0.478 -18.656
H -2.068 -0.794 -18.095
H -2.193 0.866 -17.762
H -2.577 1.595 -19.920
H -3.305 0.057 -20.132
H -1.268 0.772 -21.690
H -1.113 -0.669 -21.051
H 0.077 1.362 -18.116
H 0.401 -0.332 -18.353
C -2.584 3.319 -14.514
O -2.587 2.167 -15.369
H -3.538 3.452 -14.004
H -2.013 3.058 -13.623
H -2.146 4.285 -14.764
H -1.682 1.857 -15.445
C -5.318 0.635 -13.776
O -4.127 -0.022 -14.119
H -5.924 -0.019 -13.149
H -5.015 1.583 -13.334
H -5.932 0.940 -14.624
H -3.610 0.693 -14.498
*
```

HOMO level (spin up / spin down) ... -10.99 / -10.99 eV
HOMO-LUMO gap (spin up / spin down) ... 7.85 / 1.92 eV

These are the Löwdin partial charges, in e, on atoms 1 to 2: -0.053, -0.273

# C21H43N2P3PrS

C21H43N2P3PrS as an isolated structure (the ωB97M-V functional and the def2-TZVPD basis, the Open Molecules 2025 dataset).

ORCA input file:
```
! wB97M-V def2-TZVPD RIJCOSX def2/J DEFGRID3
* xyz 3 3
Pr -0.806 0.222 -0.739
P -1.760 -1.931 0.840
P -0.457 1.449 1.939
P 3.817 -1.743 1.341
H 1.941 -0.889 -5.206
C 2.147 -1.420 -4.280
C 1.302 -2.336 -3.799
H 0.254 -2.368 -4.136
C -3.534 -2.085 0.394
C -1.842 -1.810 2.658
C -1.151 -3.627 0.582
C 0.542 2.957 1.647
C -2.108 2.180 2.281
C 0.095 0.984 3.631
C 5.392 -2.524 1.664
C 2.397 -2.465 2.201
C 3.742 0.009 1.660
H 3.145 -1.227 -3.876
H 1.639 -3.235 -3.262
H -3.713 -1.680 -0.612
H -4.159 -1.542 1.114
H -3.803 -3.146 0.394
H -2.129 -0.795 2.967
H -0.864 -2.046 3.097
H -2.591 -2.515 3.043
H -0.590 -3.678 -0.360
H -2.009 -4.308 0.523
H -0.495 -3.934 1.405
H 0.404 3.692 2.455
H 0.255 3.426 0.693
H 1.607 2.682 1.592
H -2.082 2.822 3.173
H -2.854 1.389 2.445
H -2.442 2.777 1.420
H -0.022 1.826 4.333
H 1.156 0.694 3.617
H -0.490 0.135 4.012
H 5.938 -1.956 2.424
H 5.975 -2.531 0.733
H 5.214 -3.555 1.986
H 2.777 -2.996 3.089
H 1.876 -3.183 1.553
H 1.705 -1.665 2.510
H 4.712 0.337 2.071
H 2.917 0.251 2.349
H 3.587 0.546 0.720
C 1.549 -0.140 -1.888
C 2.492 0.915 -1.788
C 2.331 2.032 -2.588
C 1.216 2.191 -3.411
C 0.232 1.184 -3.497
C 0.456 -0.014 -2.840
S 1.702 -1.608 -1.005
H 3.660 -1.924 -0.067
H 3.351 0.812 -1.126
H 3.070 2.833 -2.581
H 1.111 3.085 -4.040
H -0.679 1.324 -4.083
H -0.329 -0.810 -2.904
C -4.855 1.299 -0.318
C -3.846 2.061 -1.089
N -2.508 2.015 -0.950
C -1.991 2.988 -1.820
C -3.015 3.562 -2.501
N -4.178 2.953 -2.028
H -5.457 2.001 0.285
H -5.515 0.761 -1.018
H -4.354 0.577 0.344
H -0.929 3.205 -1.853
H -3.010 4.324 -3.259
H -5.137 3.189 -2.262
*
```

HOMO level (spin up / spin down) ... -15.84 / -15.85 eV
Relative energy (zero: lowest compared OMol25 entry of this formula, charge and spin) ... 3.59 kcal/mol
HOMO-LUMO gap (spin up / spin down) ... 6.61 / 6.83 eV

These are the Löwdin partial charges, in e, on atoms 1 to 2: 0.929, 0.719

# C21H43N5

A 3-piece molecular cluster, C21H43N5 overall (the ωB97M-V functional and the def2-TZVPD basis, the Open Molecules 2025 dataset).

ORCA input file:
```
! wB97M-V def2-TZVPD RIJCOSX def2/J DEFGRID3
* xyz 0 1
N 2.740 4.724 6.917
C 2.641 4.341 5.841
C 2.417 3.797 4.510
C 0.910 3.449 4.315
C 0.487 3.902 2.992
N 0.090 4.194 1.956
C 0.663 1.944 4.475
C -0.803 1.570 4.746
C -1.551 1.254 3.446
C -3.071 1.150 3.573
N -3.791 2.413 3.377
C -3.621 3.389 4.349
N -3.249 4.564 4.038
N -3.979 2.926 5.672
H 3.021 2.904 4.371
H 2.745 4.538 3.785
H 0.328 3.980 5.064
H 0.991 1.424 3.575
H 1.295 1.590 5.289
H -1.292 2.371 5.300
H -0.814 0.693 5.391
H -1.278 1.989 2.691
H -1.189 0.284 3.097
H -3.422 0.463 2.805
H -3.373 0.749 4.537
H -3.571 2.833 2.479
H -3.291 5.155 4.866
H -3.179 3.063 6.282
H -4.714 3.520 6.041
C -1.310 1.940 -0.426
C -0.813 1.265 -1.701
C -1.938 0.743 -2.593
C -2.822 -0.327 -1.949
C -2.072 -1.562 -1.453
C -1.349 -2.319 -2.562
H -1.866 1.241 0.203
H -0.478 2.325 0.162
H -1.964 2.782 -0.660
H -0.131 0.450 -1.442
H -0.221 1.983 -2.275
H -1.505 0.351 -3.518
H -2.573 1.582 -2.893
H -3.577 -0.639 -2.679
H -3.376 0.110 -1.114
H -2.788 -2.233 -0.971
H -1.354 -1.278 -0.678
H -2.050 -2.648 -3.332
H -0.850 -3.204 -2.163
H -0.587 -1.700 -3.038
C 2.552 -2.218 -2.856
C 2.198 -2.601 -4.290
C 1.909 -4.091 -4.467
C 3.081 -5.017 -4.140
C 4.354 -4.750 -4.941
C 4.177 -4.933 -6.445
H 3.463 -2.713 -2.516
H 2.714 -1.142 -2.773
H 1.743 -2.489 -2.174
H 3.003 -2.290 -4.962
H 1.312 -2.040 -4.600
H 1.579 -4.268 -5.495
H 1.062 -4.365 -3.830
H 2.765 -6.051 -4.313
H 3.313 -4.950 -3.073
H 5.133 -5.431 -4.589
H 4.721 -3.740 -4.736
H 3.845 -5.948 -6.676
H 5.117 -4.762 -6.971
H 3.443 -4.237 -6.853
*
```

HOMO level ... -9.27 eV
HOMO-LUMO gap ... 9.83 eV

These are the natural (NBO) partial charges, in e, on atoms 1 to 2: -0.308, 0.278

# C21H43NO37S9

C21H43NO37S9 as an isolated structure (the ωB97M-V functional and the def2-TZVPD basis, the Open Molecules 2025 dataset).

ORCA input file:
```
! wB97M-V def2-TZVPD RIJCOSX def2/J DEFGRID3
* xyz 0 1
C 1.263 -2.919 6.367
C 2.521 -2.032 6.538
O 2.656 -1.436 5.244
S 2.471 -2.617 4.200
O 3.393 -3.661 4.331
O 2.015 -2.107 2.974
O 1.137 -3.140 4.967
H 0.380 -2.359 6.692
H 1.320 -3.823 6.973
H 3.382 -2.681 6.713
H 2.433 -1.347 7.370
C 5.174 4.125 -0.214
C 4.154 3.041 -0.454
O 3.179 3.715 -1.307
S 3.964 4.675 -2.317
O 3.333 5.934 -2.298
O 4.206 3.991 -3.520
O 5.316 4.795 -1.465
H 6.115 3.697 0.127
H 4.858 4.861 0.529
H 3.820 2.673 0.503
H 4.577 2.289 -1.122
C -0.459 4.532 -3.706
C 0.161 3.099 -3.424
O 0.229 2.411 -4.655
S -0.862 3.085 -5.623
O -2.147 2.721 -5.163
O -0.506 2.966 -6.969
O -0.552 4.570 -5.154
H 0.126 5.357 -3.320
H -1.480 4.572 -3.318
H -0.466 2.698 -2.631
H 1.125 3.341 -2.986
C -5.071 -0.478 -4.368
C -4.493 -0.417 -5.776
O -3.419 -1.368 -5.735
S -2.579 -1.141 -4.400
O -1.838 0.035 -4.496
O -1.953 -2.293 -3.904
O -3.888 -0.738 -3.558
H -5.850 -1.178 -4.070
H -5.382 0.484 -3.952
H -4.171 0.575 -6.091
H -5.168 -0.808 -6.537
C -0.125 -0.348 -1.575
C 0.809 -0.128 -0.345
O 2.181 -0.174 -0.865
S 2.254 -0.231 -2.454
O 3.027 -1.322 -2.882
O 2.467 1.041 -3.006
O 0.749 -0.682 -2.648
H -0.635 0.592 -1.776
H -0.789 -1.179 -1.350
H 0.750 -0.865 0.453
H 0.615 0.853 0.093
C 1.460 -4.043 0.367
C 0.754 -4.401 -0.932
O 1.088 -5.773 -1.210
S 1.727 -6.460 0.076
O 3.106 -6.533 -0.164
O 1.017 -7.573 0.520
O 1.406 -5.279 1.086
H 0.956 -3.244 0.895
H 2.498 -3.792 0.132
H 1.003 -3.810 -1.813
H -0.332 -4.306 -0.870
C 0.710 4.062 2.735
C -0.650 4.758 2.634
O -0.529 5.521 1.410
S 0.365 4.778 0.324
O 1.270 5.680 -0.236
O -0.522 4.033 -0.507
O 1.140 3.854 1.384
H 0.758 3.060 3.154
H 1.353 4.666 3.386
H -0.797 5.509 3.408
H -1.526 4.118 2.630
C 5.742 -1.235 2.446
C 5.195 -0.825 1.104
O 5.319 0.588 1.110
S 4.901 1.120 2.549
O 3.499 1.192 2.743
O 5.679 2.260 2.772
O 5.455 -0.124 3.358
H 6.832 -1.215 2.429
H 5.382 -2.128 2.944
H 4.215 -1.190 0.795
H 5.798 -1.292 0.320
C -3.716 -1.423 4.308
C -5.081 -1.684 3.742
O -4.826 -1.598 2.316
S -3.726 -0.480 2.023
O -4.258 0.729 1.556
O -2.728 -1.131 1.281
O -3.318 -0.250 3.555
H -3.022 -2.227 4.037
H -3.641 -1.231 5.373
H -5.744 -0.852 4.014
H -5.529 -2.632 4.012
C -3.962 -3.406 -1.348
C -5.300 -2.828 -0.936
O -6.271 -3.480 -0.634
N -5.313 -1.476 -0.878
C -6.478 -0.673 -0.620
H -3.755 -3.371 -2.419
H -3.752 -4.385 -0.939
H -3.241 -2.663 -0.979
H -4.530 -0.928 -1.183
H -7.272 -1.212 -0.121
H -6.936 -0.327 -1.572
H -6.198 0.295 -0.205
*
```

HOMO level ... -9.49 eV
Relative energy (zero: lowest compared OMol25 entry of this formula, charge and spin) ... 20.37 kcal/mol
HOMO-LUMO gap ... 9.08 eV

These are the Löwdin partial charges, in e, on atoms 1 to 2: -0.165, -0.154

# C21H44B3NO10

A 4-piece molecular cluster, C21H44B3NO10 overall (the ωB97M-V functional and the def2-TZVPD basis, the Open Molecules 2025 dataset).

ORCA input file:
```
! wB97M-V def2-TZVPD RIJCOSX def2/J DEFGRID3
* xyz 0 1
C -3.903 -1.085 1.734
C -2.460 -0.365 1.855
B -2.363 0.979 0.974
O -1.495 2.104 1.315
B -0.432 1.988 0.316
C 1.073 1.822 0.890
C 2.177 1.601 -0.285
N 3.114 0.547 0.213
C 3.776 -0.214 -0.886
C 4.218 0.657 -2.157
C 4.067 1.057 1.206
C 5.400 1.865 0.893
O 3.779 0.853 2.416
O -0.813 1.985 -1.073
B -2.138 1.467 -1.289
C -2.590 1.266 -2.858
O -4.024 1.045 -2.983
C -4.352 -0.334 -2.786
O -5.516 -0.707 -3.581
C -5.646 -2.144 -3.387
C -7.164 -2.650 -3.379
O -7.417 -3.204 -2.043
O -3.105 1.155 -0.277
H -4.161 -1.117 0.622
H -4.631 -0.461 2.349
H -3.791 -2.150 2.113
H -1.668 -1.085 1.419
H -2.156 -0.197 2.939
H 1.095 0.853 1.510
H 1.379 2.652 1.611
H 2.801 2.568 -0.382
H 1.684 1.360 -1.278
H 3.047 -1.022 -1.234
H 4.702 -0.761 -0.501
H 4.941 1.501 -1.923
H 3.290 0.979 -2.731
H 4.781 -0.061 -2.862
H 5.187 2.888 0.410
H 6.181 1.273 0.288
H 5.903 2.102 1.899
H -2.353 2.276 -3.359
H -1.976 0.438 -3.347
H -4.643 -0.454 -1.677
H -3.464 -1.048 -2.970
H -5.104 -2.519 -2.444
H -5.088 -2.635 -4.271
H -7.924 -1.836 -3.603
H -7.303 -3.524 -4.110
H -6.708 -3.845 -1.834
C -0.442 -4.080 2.541
C 0.505 -3.032 2.019
O 0.108 -2.105 1.338
C 1.961 -3.174 2.370
H -1.456 -3.849 2.210
H -0.161 -5.061 2.153
H -0.423 -4.086 3.633
H 2.349 -4.115 1.974
H 2.087 -3.140 3.454
H 2.522 -2.349 1.927
C -4.327 3.564 1.226
C -5.631 4.316 1.246
O -6.064 4.805 2.273
C -6.379 4.440 -0.055
H -3.900 3.555 2.231
H -4.499 2.536 0.909
H -3.624 4.056 0.551
H -6.640 3.448 -0.430
H -5.767 4.971 -0.787
H -7.299 5.005 0.109
C 7.740 -1.731 0.960
C 8.684 -0.687 0.425
O 8.282 0.244 -0.248
C 10.145 -0.839 0.755
H 6.722 -1.494 0.644
H 8.009 -2.713 0.565
H 7.775 -1.739 2.051
H 10.521 -1.782 0.351
H 10.287 -0.809 1.837
H 10.705 -0.018 0.305
*
```

HOMO level ... -8.87 eV
HOMO-LUMO gap ... 9.23 eV

These are the Löwdin partial charges, in e, on atoms 1 to 2: -0.096, -0.109

It is found that the F_max values, taken in the order of the records, are 4.807, 4.067, 2.360, 0.617, 4.117, 4.033 eV/Å.